Run 1
10
Properties=species:S:1:pos:R:3:nbo_charge:R:1 method="wB97M-V/def2-TZVPD" smiles="O=Cc1cnn[nH]1" multiplicity=1 gap_ev=10.243
N 1.028 0.697 0.198 -0.2974
C 0.090 -0.255 0.154 -0.0456
N 1.359 1.074 -1.012 -0.0103
N 0.635 0.369 -1.804 -0.2587
O -0.870 0.222 2.129 -0.5228
C -0.977 -0.426 1.126 0.3942
C -0.186 -0.459 -1.141 -0.0640
H 1.461 1.160 0.966 0.4289
H -1.723 -1.221 1.033 0.1458
H -0.817 -1.162 -1.649 0.2299



Run 2
10
Properties=species:S:1:pos:R:3:nbo_charge:R:1 method="wB97M-V/def2-TZVPD" multiplicity=1 gap_ev="5.734 / 9.621"
C -2.638 0.012 0.010 0.2475
C -0.012 0.186 -0.968 0.1099
C 1.435 -0.193 0.600 0.0034
N -3.463 -0.724 0.257 -0.4700
N 0.909 -0.707 -0.671 -0.3268
N -0.032 1.231 -0.162 0.0136
O 0.962 1.046 0.716 -0.2546
H -0.742 0.185 -1.733 0.2362
H 1.064 -0.866 1.288 0.2192
H 2.518 -0.170 0.664 0.2216



If you had to bet on the most stable structure above, which would it be? Bet on run 1.